18
Properties=species:S:1:pos:R:3:lowdin_charge:R:1 method="wB97M-V/def2-TZVPD" relative_energy_ev=2.832 homo_ev=-8.43 e_lumo_ev=0.5 homo_lumo_gap_ev=8.889
H -1.2045 0.2274 2.0636 0.079
H -0.9840 -1.6449 1.7987 0.089
H 0.3190 -0.7278 -3.0540 0.156
C 3.6596 -0.3767 0.8311 -0.402
H -2.3762 -0.5102 1.1396 0.096
O 2.8199 -1.1388 0.5793 0.192
N -0.3883 0.8352 -1.9194 0.090
C -0.1543 -1.1742 -0.7473 -0.262
O 4.3825 0.4649 1.1476 0.216
H -1.2126 2.2791 1.0445 0.045
C -0.0702 -0.3985 -1.9800 -0.143
N -0.2822 -0.2166 0.3092 -0.130
H -1.1634 3.2213 -0.5197 0.066
H -1.2019 -1.8477 -0.8149 0.178
H 0.7477 -1.7817 -0.5772 0.098
C -1.2476 -0.6627 1.3344 -0.139
C -0.9817 2.2775 -0.0013 0.054
C -0.6619 1.1745 -0.6344 -0.281

=====

16
Properties=species:S:1:pos:R:3:lowdin_charge:R:1 method="wB97M-V/def2-TZVPD" relative_energy_ev=1.192 homo_ev=-11.62 e_lumo_ev=1.1 homo_lumo_gap_ev=12.766
H -0.1890 3.2626 -0.3391 0.051
H 1.4586 2.7916 0.1027 0.056
H -0.1849 1.0726 -1.8929 0.071
H -0.1612 -0.8333 1.6319 0.027
H -1.8657 -2.5365 1.5476 0.042
H 0.7338 -1.5680 0.3784 0.102
H -0.2243 -3.4626 1.5886 0.095
C 0.4748 2.4514 -0.1556 -0.115
C -0.9223 -2.6965 1.1079 -0.170
H -1.0604 -3.2125 0.2186 0.023
H 1.4944 1.0272 -1.6682 0.013
C 0.6986 1.6526 -1.4952 -0.162
H 0.9514 2.2809 -2.3735 0.061
C -0.3500 -1.3057 0.7239 -0.157
H -0.9351 -0.8007 0.0083 0.042
H 0.0812 1.8770 0.6166 0.021

=====

80
Properties=species:S:1:pos:R:3:lowdin_charge:R:1 method="wB97M-V/def2-TZVPD" charge=+3 spin_multiplicity=2 homo_ev="-15.10 / -14.93" e_lumo_ev="-11.7 / -11.4" homo_lumo_gap_ev="3.369 / 3.510"
C 3.3220 -0.0457 -2.5598 -0.337
C 1.3893 3.4730 3.7212 -0.195
C 3.2883 0.0791 -4.0602 -0.310
C 2.2294 0.0117 1.3938 -0.192
C -1.4908 -7.6575 1.8292 -0.181
Te 1.3928 -0.9029 -2.1158 1.489
H -3.4786 4.0356 -1.0344 0.116
As -0.0737 2.6880 -0.2777 1.048
C -0.6150 3.2111 -2.0684 -0.262
H -1.8168 -10.9292 2.5912 0.125
H 2.0976 -0.9102 1.9612 0.080
C -1.1310 -4.2279 1.0811 -0.085
H -3.4700 8.0788 0.3553 0.120
C -1.0898 -8.9805 2.1805 0.036
C -1.7754 5.4082 1.5557 -0.054
N -2.8975 -5.9896 1.3522 0.190
C -1.7254 3.0240 0.7846 -0.289
H 2.0881 3.9763 -0.2140 0.046
H 5.2689 0.0955 -6.7961 0.124
H -3.7205 -5.4479 1.1368 0.175
C -1.6033 -5.5775 1.3334 -0.248
C -3.4372 -9.5734 2.1392 0.014
C 1.0846 4.1764 0.1580 -0.224
H 3.1695 0.0096 0.8413 0.080
C -1.3847 -1.8644 0.8077 -0.113
H 3.2389 4.2767 2.9748 0.149
H -4.2886 6.3552 -1.2116 0.119
H 5.4075 -0.1132 -4.3427 0.128
H -1.3154 2.5080 -2.5161 0.044
Re 0.4663 0.2807 0.1656 0.926
H 1.0183 0.5399 -6.5429 0.127
C -3.1240 7.0584 0.4467 -0.043
C -3.8619 -8.2784 1.7904 0.017
C 2.0497 0.2571 -4.6818 -0.305
C -2.0723 -9.9137 2.3223 -0.035
C -1.9538 -3.0996 1.0231 0.035
H 0.2683 3.3028 -2.7001 0.038
H -1.0914 4.1883 -1.9975 0.041
H -1.4762 2.7856 1.8199 0.056
N 0.7243 5.6656 4.9045 0.238
H -1.9090 7.4565 2.1680 0.120
C 2.5705 3.4258 2.9703 0.005
H 0.5909 1.3001 -3.4575 0.029
H 0.6898 5.0717 -0.3184 0.064
C 4.4462 0.0259 -4.8220 -0.013
C 1.0365 4.6748 4.4140 -0.150
H 1.1336 4.3314 1.2321 0.013
C 0.8199 0.2960 -3.8103 -0.344
H 1.7928 -2.6108 0.5385 0.103
H 0.9157 -4.8778 0.9682 0.137
C 2.8594 2.3118 2.2090 -0.008
C -2.2331 6.7109 1.4542 -0.045
H -3.0227 -3.1725 1.1709 0.131
H 3.7761 2.2766 1.6326 0.139
H -0.0452 -9.2071 2.3458 0.129
C 0.2462 -4.0314 0.9105 0.058
H -1.0979 5.1346 2.3586 0.096
H -0.0570 -0.1277 -4.2947 0.077
C 4.3675 0.1564 -6.2019 -0.032
C -3.1097 4.7904 -0.3479 -0.064
C 0.5289 2.3763 3.7538 0.004
H 3.0797 0.4299 -7.8936 0.124
C -2.8832 -7.3313 1.6632 -0.149
H -0.3605 2.4150 4.3684 0.144
H 4.1127 -0.7033 -2.2052 0.075
C 1.9765 0.3940 -6.0595 -0.013
H -4.9089 -8.0618 1.6236 0.126
C 2.0043 1.2026 2.2241 -0.336
C 0.7320 -2.7680 0.6715 -0.159
H 0.2190 0.3594 3.0944 0.124
N -0.0608 -1.6754 0.6173 -0.228
N -0.7471 -6.5734 1.6084 0.212
C 0.8420 1.2476 3.0181 -0.049
H -4.1858 -10.3422 2.2846 0.127
C 3.1391 0.3427 -6.8174 -0.032
H -2.4746 2.3141 0.4264 0.079
H 3.3964 0.9158 -2.0492 0.070
H -2.0134 -0.9782 0.7923 0.120
C -3.5698 6.0929 -0.4468 -0.049
C -2.2076 4.4338 0.6556 -0.328

=====

67
Properties=species:S:1:pos:R:3:lowdin_charge:R:1 method="wB97M-V/def2-TZVPD" homo_ev=-6.83 e_lumo_ev=0.4 homo_lumo_gap_ev=7.251
H -0.3345 -0.5835 -3.3258 0.108
H 1.3439 -2.1540 -0.4921 0.123
H 2.1830 -4.0949 -1.4012 0.099
C -0.4891 1.6456 -4.3840 -0.048
C -1.8569 0.7015 5.8782 -0.026
C -0.4053 -1.3269 5.6274 -0.009
H -2.0656 1.6258 5.3246 0.095
C 2.7438 -0.0611 0.1049 -0.337
H 0.1900 -0.9932 6.4909 0.094
C -2.1788 -1.5485 -1.5772 -0.131
C 0.0304 0.0407 -2.4680 -0.364
C 3.6764 1.8665 1.2556 -0.055
Ga -1.0033 -0.1125 0.9586 0.132
Cl -3.1334 -0.0940 1.3196 0.399
H -1.7759 0.8722 3.3857 0.075
H -0.6987 3.0096 -6.0587 0.096
O 2.0774 -0.4749 1.0690 -0.035
C 1.4733 -4.7733 -0.9081 -0.034
C 0.6029 2.5471 -2.4318 -0.050
C -1.6221 -0.1517 -1.3717 -0.278
N 0.5111 -4.0188 -0.1004 -0.153
H -4.4743 1.5759 -0.7161 0.066
C -0.3341 2.8766 -5.0383 -0.093
H -0.9796 0.8066 -4.8795 0.109
H 3.1855 1.3709 2.1102 0.084
N -1.0324 -0.1492 5.0067 -0.150
H -1.5358 -2.0393 -2.3079 0.071
C 0.4838 -2.6717 -0.0442 -0.183
H 2.0251 -5.4884 -0.2794 0.093
H 4.7583 1.8845 1.4092 0.086
H 0.2362 -1.8210 4.8965 0.093
C -0.0073 1.4811 -3.0841 -0.195
C 0.7495 3.7841 -3.0800 -0.087
C -0.5065 -4.8435 0.5522 -0.023
H -1.1697 -2.0250 6.0080 0.100
H -2.2985 -2.1948 -0.6821 0.060
C 3.9371 1.6252 -1.1998 -0.048
H 0.4131 4.9192 -4.8927 0.101
C 0.2870 3.9467 -4.3843 -0.113
C -4.0221 0.9196 -1.4821 -0.138
H -0.8918 -5.5592 -0.1905 0.094
O 1.1800 -0.2728 -2.0199 -0.161
H 3.3181 2.8939 1.1846 0.083
H -1.3304 0.9436 6.8099 0.094
O -0.4707 -2.0375 0.4827 -0.061
H -1.3101 -4.2253 0.9471 0.091
H 2.8880 -0.6564 -0.8068 0.116
H -2.0898 1.8863 -1.7886 0.098
C -0.1604 1.7034 0.8905 -0.625
H -4.5402 -0.0396 -1.3696 0.055
H -2.8153 0.2169 6.1266 0.100
H 3.6595 2.6671 -1.3871 0.085
H 1.2322 4.5944 -2.5304 0.098
N 3.3266 1.1532 0.0404 -0.185
H -0.0450 -5.4361 1.3561 0.097
H -4.3666 1.3202 -2.4482 0.077
H 0.8248 1.6754 0.4028 -0.016
H 3.5538 0.9965 -2.0184 0.090
H -0.8162 2.4127 0.3683 0.025
C -1.1099 0.0523 3.7013 -0.346
C -2.4968 0.9109 -1.5121 -0.174
H -3.1728 -1.4729 -2.0389 0.068
H 0.9355 -5.3578 -1.6711 0.094
Cl 0.1647 2.4244 2.4476 0.582
H 0.9902 2.3938 -1.4387 0.078
O -0.4731 -0.6256 2.8230 -0.076
H 5.0319 1.5590 -1.1684 0.084

=====

93
Properties=species:S:1:pos:R:3:lowdin_charge:R:1 method="wB97M-V/def2-TZVPD" relative_energy_ev=0.899 charge=+4 spin_multiplicity=5 homo_ev="-19.32 / -19.44" e_lumo_ev="-12.7 / -15.2" homo_lumo_gap_ev="6.587 / 4.193"
H -3.8089 3.2876 2.7111 0.107
H 2.7551 -0.0073 1.6962 0.041
C -0.0675 -2.4865 0.2127 -0.251
H 1.5403 3.4867 1.8442 0.117
C 1.5470 0.7590 3.3153 -0.107
C -3.2549 -0.8473 0.5332 -0.367
H -2.4003 -1.2127 4.6779 0.108
C -1.6388 -0.4845 2.8034 -0.348
H 4.3652 0.9907 0.4894 0.084
C -2.8374 3.1813 -1.9993 -0.044
N 4.7853 -0.5988 -3.8130 0.124
C 0.7287 0.1641 -2.7661 -0.136
H -0.9808 0.2138 3.3375 0.059
Br -5.2266 1.9551 -0.9191 1.028
H -1.8901 2.6985 1.2836 0.047
H -3.4479 -1.6249 3.3175 0.076
H -4.3361 1.6127 2.8409 0.079
H 1.4515 -1.1565 0.9376 0.061
H 4.8230 1.3287 -4.6261 0.143
C 4.1007 -1.5466 -3.1748 -0.088
H -5.3135 -1.4358 0.5839 0.107
H -0.9152 4.0107 -2.6421 0.158
C -0.4918 -1.6122 -0.8324 -0.278
C -3.2445 0.8490 -2.7180 -0.050
H -3.2765 -0.7124 -0.5612 0.045
C -4.6691 -0.7026 1.0871 -0.125
H 4.5942 -2.5148 -3.0173 0.132
C 2.7141 2.1108 -0.4432 -0.341
C 0.2967 4.1589 0.2073 -0.117
H -4.7562 -0.8672 2.1668 0.068
C -2.6913 1.9594 1.4294 -0.388
H -0.1293 2.9059 1.9549 0.064
N 2.2987 -3.0824 0.6539 -0.160
H 0.9576 -2.3646 2.1290 0.146
H 1.0008 2.3433 -2.5552 0.111
H -1.0655 -1.4017 2.5813 0.066
H -3.2375 4.0818 -1.5369 0.149
H -2.8612 -1.8616 0.7116 0.081
C 1.1193 -2.1893 1.0560 -0.100
H 0.8498 -0.0865 3.3158 0.040
H -2.8098 2.1387 3.6100 0.089
H 3.0334 1.6769 2.0897 0.116
C 3.6185 -2.4689 0.9880 0.030
C 2.9114 0.8778 -3.7177 0.008
C 4.2346 0.5854 -4.0788 -0.060
H 3.7733 -1.5706 0.3798 0.082
H 2.4824 1.8358 -4.0273 0.133
H -5.0716 0.2883 0.8396 -0.023
H -2.5555 -3.8292 -2.4090 0.143
C -1.9001 -3.4318 -1.6329 0.000
C 2.7665 -1.3551 -2.7658 -0.028
H -0.3699 3.7399 -0.5575 0.022
H 3.6270 -2.2304 2.0607 0.130
C -2.8074 -0.8375 3.7284 -0.092
C -0.7944 -3.6495 0.4875 -0.015
C 3.9010 1.1517 -0.4930 -0.120
C 2.1751 -0.1072 -3.0331 -0.229
C -3.4484 2.2472 2.7240 -0.096
C 0.2869 1.5198 -2.6321 -0.199
H -3.3900 2.1046 0.5824 -0.023
C -1.6981 -4.1429 -0.4508 0.024
H 4.6664 1.5604 -1.1631 0.105
H 2.4022 2.3758 -1.4615 0.049
H -1.6472 0.0052 -3.9259 0.142
H -3.9595 0.0365 -2.8364 0.146
C 2.2369 0.9229 1.9750 -0.361
C -3.5521 1.9830 -1.9701 -0.505
C 2.2146 -4.4488 1.2498 0.038
H -1.5534 -1.6083 -2.7258 0.082
H 2.1014 -4.3446 2.3330 0.130
H -0.6285 -4.1748 1.4355 0.146
H -3.4302 0.0296 3.9810 0.071
H 0.1009 -0.5607 -3.3021 0.109
H 2.2461 -3.1816 -0.3779 0.171
H 2.3071 0.5412 4.0795 0.111
P -1.9421 0.3004 1.1542 0.930
C -1.3141 -2.1812 -1.8267 -0.089
H 3.5980 0.1824 -0.9100 0.037
H 3.1519 -4.9666 1.0213 0.126
H 2.1803 -2.1737 -2.3436 0.101
C 0.6882 3.1190 1.2465 -0.370
C -1.5728 3.1403 -2.5621 0.040
H 1.1820 4.5758 -0.2930 0.096
H -0.2268 4.9883 0.7007 0.108
H 3.0220 3.0585 0.0262 0.111
C -1.0793 1.8526 -2.9291 -0.203
H 4.4003 -3.2036 0.7571 0.128
H -2.2320 -5.0760 -0.2598 0.151
H 1.3726 -4.9872 0.8116 0.103
Os -0.3641 0.4251 -0.7308 1.124
P 1.2238 1.4955 0.5077 0.854
C -1.9635 0.7960 -3.2507 -0.007
H 1.0196 1.6735 3.6246 0.090

=====

11
Properties=species:S:1:pos:R:3:lowdin_charge:R:1 method="wB97M-V/def2-TZVPD" relative_energy_ev=5.465 homo_ev="-9.69 / -9.69" e_lumo_ev="-0.8 / -0.8" homo_lumo_gap_ev="8.872 / 8.870"
H -0.4249 -1.4054 1.4425 0.115
H 1.6053 -0.7854 0.4147 0.081
N 1.1541 -0.6083 -0.4839 0.022
H -0.7013 -0.5784 -1.3859 0.127
O 2.1689 1.6862 -0.0250 0.054
C -0.6606 1.6455 -0.0966 -0.278
N -1.6493 2.1157 0.2969 -0.049
N -0.8438 -1.3549 0.5246 0.130
N 1.3580 1.2807 -0.7478 0.030
H -1.8466 -1.2281 0.5256 0.113
C -0.1599 -0.7678 -0.4651 -0.345

=====

| no. | DFT total energy (a.u.) |
| --- | --- |
| 1 | -493.34281 |
| 2 | -159.54118 |
| 3 | -4231.54821 |
| 4 | -4132.13531 |
| 5 | -4782.57832 |
| 6 | -372.69948 |